125
Properties=species:S:1:pos:R:3:forces:R:3 method="wB97M-V/def2-TZVPD" mol_weight_g_mol=789.07 multiplicity=3 energy_ev=-69195.618 e_homo_ev="-8.7 / -8.8" orbital_gap_ev="7.7319 / 7.8470" largest_force_ev_per_a=3.536
C 0.540 -2.492 1.416 0.8187 -0.7449 -0.0565
C -0.223 -1.804 0.246 -0.9254 0.9738 0.5353
O -1.094 -1.014 0.528 0.3424 -0.6277 -0.1656
O 0.010 -2.031 -1.098 1.3490 -0.0276 1.8749
C 1.394 -2.322 -1.382 1.1477 -0.5348 -1.9931
C 1.778 -1.652 -2.771 -0.4187 0.0844 0.6662
C 3.091 -2.286 -3.369 -0.4554 0.3669 -0.0930
C 3.869 -1.331 -4.357 -0.2620 -0.5283 0.1670
C 4.869 -0.355 -3.615 -0.5537 0.6886 -0.7244
C 4.081 0.887 -3.047 -0.1199 0.7958 -0.0192
C 3.663 1.877 -4.053 -0.5130 0.6567 2.4486
C 2.958 3.079 -3.626 0.7802 -1.7453 1.2789
C 2.681 3.247 -2.208 0.3666 -0.5221 -0.0104
C 3.079 2.259 -1.179 0.1728 0.3184 -2.2637
C 3.794 1.048 -1.611 -0.6321 1.3232 -0.5209
C 4.259 -0.013 -0.549 -0.0614 -0.3849 -1.3790
C 5.755 0.275 -0.123 0.1860 -0.6474 -1.5640
O 6.024 0.060 1.271 -0.8594 1.5421 0.2307
C 6.002 1.235 2.006 0.1386 0.3481 0.9284
O 6.533 2.267 1.704 -0.3042 -0.6697 -0.5170
C 2.744 2.590 0.284 -0.5684 1.0359 0.4666
O 3.110 1.940 1.248 0.0860 -0.0478 -0.8107
C 1.902 3.860 0.617 0.0672 -0.0134 -1.1195
C 1.528 4.765 -0.320 0.0900 0.5286 -0.3496
C 0.656 6.035 -0.029 -0.7343 -1.0002 -0.2417
C -0.163 5.924 1.326 0.3515 0.4789 -0.9395
C -1.537 6.702 1.245 -0.2029 -0.8420 0.9022
C -2.564 6.039 0.282 -1.0352 0.0348 -1.5693
C -3.072 6.876 -0.823 -0.7237 -2.3669 0.4789
C -4.050 6.327 -1.755 0.8118 -0.8323 1.6101
C -4.535 4.955 -1.605 1.2063 1.2186 1.0530
C -4.048 4.124 -0.514 0.6322 2.0955 -0.3561
C -3.055 4.664 0.429 -0.9014 1.1588 -1.6315
C 1.954 4.579 -1.811 0.3223 -1.1116 0.6331
O 1.730 5.415 -2.657 0.0037 -0.2758 0.6369
H 1.195 -1.774 1.989 -0.7787 -0.4205 -0.8496
H 1.208 -3.327 1.086 -0.5949 0.6590 0.1660
H -0.174 -2.917 2.172 0.3951 0.5797 -1.0060
H 2.116 -1.930 -0.623 -0.8671 -0.3025 -0.3572
H 1.554 -3.428 -1.516 -0.3488 0.8437 0.4011
H 0.902 -1.754 -3.474 0.9548 -0.0476 0.6424
H 1.888 -0.556 -2.570 0.0136 -0.8502 -0.3265
H 2.792 -3.218 -3.915 0.3542 0.6771 0.5652
H 3.779 -2.574 -2.529 -0.5418 0.0990 -0.7461
H 4.384 -1.980 -5.125 -0.1680 0.7557 0.9144
H 3.129 -0.719 -4.948 0.6963 -0.5097 0.6310
H 5.579 0.023 -4.407 -0.6230 -0.2163 0.9456
H 5.493 -0.852 -2.833 -0.6569 0.2340 -0.6551
H 3.907 1.745 -5.138 -0.2022 -0.0311 1.2259
H 2.655 3.863 -4.362 0.2633 -0.7989 0.9230
H 3.543 -0.120 0.298 0.7748 0.4614 -0.5988
H 4.243 -0.996 -1.104 0.0339 0.8977 0.7408
H 6.039 1.286 -0.507 -0.0728 -0.6514 0.8651
H 6.399 -0.459 -0.687 -0.5215 0.7582 0.7087
H 5.474 1.190 3.003 0.3974 -0.7573 -0.9615
H 1.603 4.031 1.683 0.5615 -0.5396 -1.0518
H -0.116 6.052 -0.854 0.9052 0.1405 0.6156
H 1.250 6.987 -0.106 -0.4737 -0.9755 0.0971
H -0.411 4.843 1.475 0.3069 0.9071 0.1983
H 0.490 6.327 2.148 -0.8713 -0.5877 -0.4824
H -1.985 6.638 2.281 0.4271 0.2039 -0.9213
H -1.401 7.793 1.026 -0.1027 -1.0371 -0.0301
H -2.707 7.931 -0.895 -0.4335 -1.1360 -0.0726
H -4.438 6.981 -2.565 0.3034 -0.6771 0.6513
H -5.305 4.610 -2.338 0.8445 0.1031 0.8821
H -4.472 3.098 -0.423 0.6094 0.9117 0.1300
H -2.712 4.023 1.270 -0.2272 0.6133 -0.7378
C -1.150 -7.679 -5.178 -0.3347 0.0388 -0.1310
C -0.304 -7.401 -3.909 -0.0348 -1.2119 -1.7095
C -0.602 -8.466 -2.836 -0.1888 0.1816 0.4086
C -1.962 -8.288 -2.166 -0.0055 -0.0060 0.0017
C -2.120 -6.869 -1.629 0.3773 -0.4087 0.0407
C -1.848 -5.791 -2.690 -2.0546 0.8723 -0.2796
N -0.565 -6.014 -3.419 1.7166 -0.6402 3.0249
O 0.429 -5.673 -2.607 -0.6818 0.2560 -1.2257
C -3.025 -5.742 -3.688 -0.0999 -0.3225 -0.2656
C -1.892 -4.410 -2.009 0.7010 -0.0266 0.0492
C 1.152 -7.589 -4.376 0.3091 0.5241 0.4396
H -0.607 -8.293 -5.899 0.1067 -0.0068 0.2185
H -2.073 -8.218 -4.962 -0.0330 0.1319 0.0149
H -1.402 -6.755 -5.702 -0.0068 -0.0168 0.1032
H 0.171 -8.438 -2.061 0.0505 0.1709 -0.0927
H -0.549 -9.465 -3.281 0.0872 0.1531 -0.1866
H -2.770 -8.525 -2.863 0.0224 0.0330 -0.0256
H -2.056 -9.001 -1.341 -0.0050 0.0285 -0.0716
H -3.129 -6.748 -1.224 0.0322 0.2134 -0.1452
H -1.437 -6.739 -0.782 0.0853 0.1238 -0.1365
H -2.820 -5.046 -4.505 0.0629 -0.0545 0.0657
H -3.937 -5.399 -3.194 0.1830 0.0382 0.1420
H -3.273 -6.710 -4.119 0.0960 0.0349 -0.0478
H -1.187 -4.328 -1.182 0.0849 -0.0663 -0.1905
H -2.882 -4.214 -1.592 -0.0353 -0.2366 -0.1710
H -1.673 -3.613 -2.723 0.0511 -0.0563 0.0594
H 1.418 -6.856 -5.142 -0.0494 -0.0103 0.0822
H 1.291 -8.583 -4.807 -0.3104 0.0593 0.0302
H 1.869 -7.509 -3.558 -0.1164 0.1887 0.0008
C -2.073 1.688 3.395 -0.2683 -0.0100 -0.1358
C -1.208 1.917 4.662 -0.1255 -1.1545 -1.7665
C -1.514 0.828 5.708 -0.1680 0.1704 0.4153
C -2.862 1.013 6.398 -0.0134 -0.0033 -0.0001
C -2.989 2.419 6.975 0.3509 -0.3929 0.0414
C -2.708 3.521 5.941 -1.9951 0.8855 -0.2608
N -1.438 3.294 5.191 1.7446 -0.7415 2.9254
O -0.430 3.595 6.001 -0.7163 0.2930 -1.1834
C -3.895 3.619 4.957 -0.1097 -0.3007 -0.2525
C -2.720 4.884 6.660 0.7353 0.0146 0.0888
C 0.237 1.715 4.173 0.3472 0.5050 0.4614
H -1.550 1.084 2.651 0.0770 -0.0360 0.1983
H -3.004 1.161 3.607 -0.0369 0.1340 0.0053
H -2.314 2.631 2.900 -0.0126 -0.0136 0.1379
H -0.732 0.821 6.474 0.0534 0.1737 -0.0849
H -1.484 -0.159 5.235 0.0809 0.1579 -0.1915
H -3.683 0.810 5.704 0.0244 0.0344 -0.0276
H -2.961 0.279 7.204 -0.0079 0.0357 -0.0639
H -3.990 2.548 7.395 0.0316 0.2112 -0.1368
H -2.293 2.514 7.817 0.0870 0.1243 -0.1385
H -3.685 4.333 4.156 0.0596 -0.0592 0.0504
H -4.795 3.965 5.470 0.1781 0.0330 0.1363
H -4.165 2.667 4.503 0.1035 0.0367 -0.0503
H -2.004 4.930 7.482 0.0866 -0.0615 -0.1797
H -3.703 5.082 7.092 -0.0365 -0.2263 -0.1732
H -2.494 5.697 5.965 0.0298 -0.0813 0.0094
H 0.507 2.465 3.423 -0.0276 -0.0284 0.0661
H 0.355 0.732 3.711 -0.3297 0.0699 0.0045
H 0.967 1.759 4.982 -0.1108 0.2115 0.0090